The following is a DFT calculation (ωB97M-V/def2-TZVPD) of a cluster of 12 separate species, C61H148N8O4 in total at a distorted geometry.

```
221
Properties=species:S:1:pos:R:3:forces:R:3:mulliken_charge:R:1
H 8.8046 -17.6630 -2.1525 -0.2 0.3 -0.1 0.302
C 11.2063 -16.0466 1.1361 0.1 0.2 0.2 -1.421
H 10.1882 -18.5658 2.8615 0.2 0.1 0.0 0.246
C 9.8313 -16.6111 0.8385 0.9 -0.4 -0.8 -0.249
H -7.8356 -19.7242 -11.4849 -0.4 0.0 -0.1 0.420
H -6.2716 -23.8736 -13.7900 -0.1 0.0 -0.3 0.454
C -7.6930 -25.3041 -6.2162 -0.8 -0.9 -0.4 -1.024
H 11.7432 -16.6835 1.8391 0.1 0.4 0.2 0.297
H -1.4367 -33.0088 -3.3336 0.0 -0.1 0.4 0.247
C 7.4362 -32.3308 -6.9952 -1.6 -0.2 0.3 -0.966
H 3.3617 -13.8077 -7.5526 -0.2 0.3 0.2 0.323
H 5.9331 -15.0056 -11.3736 -0.8 0.1 -0.2 0.484
H -6.3800 -26.2817 2.9506 0.4 0.2 0.3 0.225
N -8.2702 -27.5196 -7.4503 0.2 0.0 1.1 0.084
H 6.3605 -30.8587 -9.0679 -0.1 0.9 0.1 0.393
C -6.4181 -25.7880 1.9795 -0.5 -1.4 0.7 -0.511
H 11.8440 -15.9244 0.2606 -0.2 -0.3 -0.3 0.316
H -0.3505 -21.7305 -4.0950 -0.1 0.1 0.1 0.271
H 8.9622 -27.2463 1.0012 0.2 0.0 -0.2 0.315
H 5.7922 -33.2087 -10.7897 -0.2 0.2 0.1 0.382
H 6.3040 -28.5021 4.3396 -0.5 0.1 -0.5 0.343
H 10.2617 -20.4232 -9.5807 -0.1 0.5 -0.2 0.257
H -7.5958 -27.5047 -9.5098 -0.4 -0.8 0.3 0.478
H 10.7132 -20.2118 2.5911 0.2 0.0 -0.3 0.408
H 11.0807 -15.0277 1.5025 0.1 -0.1 0.5 0.435
C -6.7343 -22.8969 -13.6482 1.0 1.8 0.4 -0.829
C -9.6674 -27.2550 -7.7520 0.9 0.8 -1.0 -0.663
C 8.0467 -17.5125 -1.3838 -1.0 -0.5 0.1 -1.260
H 5.0510 -31.2870 -10.1624 0.0 0.0 0.0 0.407
H 9.2777 -22.8776 -10.1346 -0.5 0.0 -0.2 0.302
H 5.8170 -30.4858 0.9941 0.2 -0.4 -0.1 0.365
H 9.3461 -15.8567 0.2191 -0.3 -0.3 -0.1 0.303
C 12.2656 -21.0003 -10.1427 -0.1 -0.1 0.8 -1.337
H 3.5264 -15.3493 -8.7442 0.5 0.3 0.4 0.271
C -6.6678 -24.3174 2.1698 -0.9 1.0 0.2 -0.379
H 4.4473 -30.8297 -7.1807 0.2 0.2 -0.1 0.286
H 10.8436 -19.8087 0.1358 -0.4 0.1 -0.5 0.367
H 7.8050 -30.0855 2.1676 0.2 -0.4 -0.1 0.355
H 7.7799 -21.0622 -7.3578 0.0 -0.1 0.1 0.344
C -3.2116 -15.6231 -8.8504 0.1 0.9 1.3 -0.512
H 5.6486 -13.4387 -8.2390 0.5 0.2 0.3 0.302
H 1.6928 -16.4047 0.2040 0.2 0.4 -0.1 0.377
H 7.8103 -18.3020 0.6539 0.0 0.1 0.3 0.360
H -9.7258 -26.2595 -8.1921 -0.2 0.3 -0.8 0.353
N 4.6371 -13.9965 -9.9617 -0.3 -1.0 -1.0 -0.050
H 4.8599 -29.8712 2.3362 1.0 0.0 0.6 0.309
C 4.2127 -29.1405 0.6111 0.1 1.0 -1.6 -1.421
C -3.4057 -21.8528 -12.1138 0.2 0.0 0.0 -1.379
C -3.0588 -34.4008 -2.7198 1.0 -0.5 0.3 -0.507
H 8.2702 -32.6130 -7.6377 -0.1 -0.1 0.2 0.258
H -6.0893 -28.9307 -7.8656 0.0 0.1 0.0 0.304
C 8.1344 -27.1075 0.3058 -0.7 0.0 1.2 -1.298
H -7.3515 -21.1035 -14.6944 0.1 0.0 -0.1 0.261
H -2.2384 -16.0905 -8.7001 -0.1 -0.4 0.1 0.228
H 8.2617 -28.4584 2.6381 0.0 0.0 0.0 0.296
C -10.2009 -28.3559 -8.6416 -0.6 0.4 0.3 -1.156
C 3.5098 -16.1881 -10.5954 -0.4 0.3 0.1 -1.179
H -2.3791 -22.1005 -12.3837 -0.1 -0.2 -0.4 0.411
H -8.6721 -27.1835 -5.4776 0.3 0.2 0.3 0.460
C -1.2687 -14.7452 0.2633 0.3 -0.2 -1.4 -0.770
C -7.3065 -27.2183 -8.4987 0.8 -0.3 0.4 -0.517
C 1.6087 -23.7775 -3.6194 -0.1 -0.4 -0.4 -0.391
H -10.4138 -29.1878 -7.9703 -0.2 -0.3 -0.4 0.285
H 3.3217 -29.7682 0.6026 0.3 -0.3 0.5 0.408
H 3.4785 -17.2424 -10.3205 0.5 -0.1 0.0 0.358
H 0.7145 -16.2502 -1.2455 -0.2 -0.7 -0.4 0.397
C -3.2423 -33.9133 -1.2662 0.2 1.1 -0.7 -0.373
H 9.2313 -16.7459 1.7385 0.0 0.2 0.4 0.352
C 4.8638 -13.0434 -8.8840 -1.4 -0.3 0.4 -0.252
H -6.9501 -25.0196 -6.9614 0.0 -0.1 -0.1 0.259
H -1.5221 -13.8143 0.7706 0.3 0.0 0.0 0.376
H 11.7914 -18.5728 0.7976 -0.2 0.4 0.2 0.358
C 3.5974 -12.8387 -7.9925 0.7 0.0 -0.5 -1.269
H 7.3126 -32.9004 -10.0029 0.5 -0.1 0.0 0.355
C 5.3874 -29.5825 1.4271 -0.7 -0.4 0.4 -0.264
O -3.4811 -15.3687 -10.1840 -0.3 -0.2 -1.3 -0.491
H 5.1420 -15.9028 -9.2021 0.3 -0.1 0.2 0.322
C 10.2155 -23.2348 -9.7091 -0.5 1.0 -0.2 -0.307
H 0.4852 -25.5613 -4.1494 -0.1 0.0 -0.1 0.297
N 10.6374 -22.2629 -8.6693 1.1 -1.7 -0.8 -0.022
C 4.2987 -30.6601 -8.2472 0.4 0.9 -0.2 -1.209
C 6.8414 -29.3818 3.9853 0.1 0.7 -0.2 -1.355
H 11.3723 -20.4259 -8.2244 0.2 0.2 -0.1 0.371
H 7.2903 -31.2507 -7.0056 0.3 0.1 0.0 0.259
H 10.8586 -23.2367 -10.5892 0.6 0.1 0.4 0.343
C -0.2748 -23.7295 -5.0188 -1.4 0.6 -1.6 -0.489
H 7.5728 -26.2439 0.6622 0.3 0.4 -0.2 0.320
H 9.1537 -19.6466 1.9909 0.0 -0.2 0.0 0.272
C 8.2748 -21.7112 -8.0803 0.0 -0.2 0.0 -0.953
H -4.0271 -16.1558 -8.3613 0.1 -0.4 -0.4 0.224
O 1.5402 -22.5875 -4.3548 0.9 1.8 -0.3 -0.406
C 0.2355 -22.2895 -4.8246 0.2 -1.8 0.1 -0.381
C -5.0711 -25.8539 1.3390 1.2 1.0 -0.9 -0.396
H -3.3603 -20.7784 -11.9355 -0.2 0.0 0.2 0.344
C 6.0720 -32.9825 -7.3696 0.3 0.7 -1.7 -0.720
H -5.0206 -23.1441 3.0504 0.0 -0.4 0.4 0.245
H -5.3103 -27.8149 -9.0205 0.2 -0.2 0.0 0.430
H 10.9351 -25.0243 -8.8038 0.0 -0.3 -0.1 0.322
H -3.9125 -34.8561 -3.2217 -0.4 0.5 0.2 0.300
H 9.6868 -25.2693 -10.0926 0.2 -0.1 0.1 0.398
H 7.5390 -32.6409 -5.9553 0.8 0.1 0.0 0.401
H -2.4149 -34.1718 -0.6052 -0.2 -0.6 -0.1 0.252
H 7.6010 -29.1548 -0.0609 0.4 -0.6 0.2 0.398
H -4.4529 -26.7389 1.4896 -0.2 0.0 0.3 0.297
C 11.1039 -20.9555 -9.1385 -0.6 -0.5 -0.2 -0.359
H -0.2926 -12.2570 0.1328 -0.1 0.0 0.0 0.307
H -3.5836 -22.3758 -11.1741 -0.3 0.0 0.0 0.316
H -1.8041 -15.7165 -1.6217 -0.4 -0.1 0.1 0.288
H 3.2487 -30.8772 -8.4432 0.2 -0.7 -0.4 0.316
H -11.0969 -27.9772 -9.1334 -0.3 -0.4 0.0 0.364
H 7.6159 -22.5462 -8.3183 -0.1 0.0 0.1 0.270
H -7.5701 -21.3348 -10.8759 -0.5 -0.3 -0.1 0.320
H 0.1223 -24.1118 -5.9591 -0.2 0.2 -0.2 0.246
C -6.1894 -20.7563 -12.3832 -1.2 -1.5 -0.3 -0.482
C -7.6366 -20.7504 -11.7936 1.8 0.6 0.3 -1.325
H -5.0663 -25.6590 0.2666 -0.6 -0.4 -0.4 0.234
H -8.6299 -24.8175 -6.4872 0.0 0.3 0.2 0.286
H -4.2634 -23.1247 -13.7095 0.3 -0.2 0.3 0.457
H 2.0531 -14.1542 -0.0612 0.0 -0.4 -0.1 0.422
C 1.0047 -13.9340 -0.2623 -0.4 -0.1 0.7 -0.376
C -2.5165 -33.1327 -3.4160 -0.3 -0.5 -1.3 -0.539
H 3.8558 -16.0664 -11.6219 0.0 0.0 0.1 0.343
H 1.7163 -23.5597 -2.5569 0.2 -0.1 0.1 0.258
H -9.5205 -28.6731 -9.4319 0.2 0.1 0.2 0.291
H -7.6262 -23.0487 -13.0403 -0.3 0.0 -0.5 0.359
N 9.8953 -17.8933 0.1015 0.0 0.3 0.7 0.038
H -1.1061 -17.4719 0.0911 0.0 -0.3 0.1 0.305
H 0.4558 -18.3442 0.1263 -0.3 -0.3 0.1 0.415
C 0.7306 -12.5828 0.3199 -0.3 0.9 0.1 -1.363
C 5.3733 -31.3178 -9.1216 -0.5 -1.3 1.0 -0.557
H -4.2956 -21.4364 -14.0015 0.2 0.4 -0.4 0.294
H -6.0557 -21.9923 -15.5578 0.0 0.0 0.1 0.280
C 6.4213 -34.9323 -9.6585 0.3 1.2 -0.2 -1.305
H 7.1308 -18.0386 -1.6528 -0.2 0.3 -0.6 0.402
H -6.1253 -20.0623 -13.2213 0.0 0.1 -0.5 0.391
H 2.4541 -24.3404 -4.0152 0.3 0.1 0.3 0.259
C 0.6717 -16.2812 -0.1568 -0.5 0.3 1.1 -0.425
C 6.3379 -33.3668 -9.8595 -0.5 -1.6 1.1 -0.426
H 6.4538 -12.0361 -10.8916 0.4 0.1 -0.4 0.289
H -2.7894 -14.7751 -10.4852 -0.1 0.0 -0.3 0.304
H 0.3159 -21.7428 -5.7641 0.0 0.1 0.2 0.263
H -2.3429 -35.2223 -2.6924 0.3 0.1 -0.2 0.265
C -6.9581 -22.0864 -14.9536 -0.8 -1.2 0.6 -0.938
C -7.8992 -26.8852 -6.1859 0.9 1.6 -0.1 -0.686
H 9.5937 -23.1743 -7.1185 0.1 0.2 0.1 0.394
H -6.8998 -27.1511 -5.8414 -0.3 -1.1 0.0 0.272
H 11.9703 -21.3410 -11.1351 0.0 -0.1 0.1 0.322
O -3.0902 -32.4788 -1.3623 -0.8 0.7 1.1 -0.413
H 8.4942 -26.9489 -0.7108 0.0 0.0 0.1 0.389
H -10.2888 -27.0655 -6.8768 0.2 -0.8 0.4 0.465
H -1.3545 -14.0939 -1.9280 0.3 0.3 0.4 0.263
C -0.0798 -17.4547 0.4579 0.1 0.0 -0.9 -1.308
H 10.0593 -21.4575 -6.9109 0.0 -0.2 0.4 0.404
O -4.3618 -24.7173 1.8522 0.2 -0.2 1.1 -0.433
N 0.1722 -14.9962 0.3142 0.7 0.7 0.5 0.012
H 2.4614 -15.9026 -10.5088 -0.1 0.3 -0.6 0.267
C 10.0034 -24.6661 -9.2417 0.3 0.5 0.3 -1.332
C 8.5158 -18.3059 -0.1769 1.5 0.0 -1.4 -0.572
H 7.7811 -16.4635 -1.2525 0.3 0.0 0.2 0.347
N 6.4422 -28.5849 1.6447 0.3 0.3 -0.7 -0.094
H 7.1082 -35.2279 -8.8655 0.0 0.1 0.1 0.292
N 5.5937 -32.7275 -8.7583 -0.3 -0.6 -0.7 -0.020
C -5.9358 -27.8846 -8.1306 -0.7 0.8 -1.0 -1.261
C 0.3069 -24.5092 -3.9274 0.6 -0.8 2.1 -0.495
C -1.8481 -14.7192 -1.1841 0.0 0.0 0.5 -0.997
H 8.3801 -21.1449 -9.0056 0.0 0.1 0.1 0.288
H 6.6813 -14.3180 -10.0479 0.5 0.3 0.3 0.395
C -3.2337 -32.0297 -2.6930 0.8 -0.6 0.1 -0.389
H 6.9110 -12.9710 -12.3902 0.2 0.0 0.3 0.398
H -5.3939 -27.3653 -7.3401 -0.2 0.0 0.1 0.270
H 5.2474 -12.5130 -12.0656 0.0 0.0 -0.1 0.334
H 4.5285 -29.0882 -0.4308 -0.3 0.3 -0.2 0.290
H -1.3582 -23.8490 -5.0137 -0.1 0.2 -0.3 0.326
H -2.8686 -14.3445 -1.1046 -0.2 -0.3 -0.3 0.387
C -5.3082 -23.6747 2.1427 1.7 0.1 -0.5 -0.395
C -4.4319 -22.1715 -13.2084 0.1 0.0 -0.2 -0.455
H -3.1861 -14.6602 -8.3402 0.2 0.1 0.5 0.247
C 7.1394 -28.2595 0.3556 -0.7 -0.6 -0.5 -0.437
H 7.5975 -29.4070 4.7700 0.4 -0.8 -0.3 0.425
H -7.2147 -26.1441 -8.6594 0.4 0.4 0.3 0.306
H 6.1144 -34.0602 -7.2115 -0.1 0.1 0.0 0.416
H 5.4331 -35.3267 -9.4219 0.0 0.1 0.0 0.331
H 12.7344 -20.0233 -10.2603 -0.2 0.1 0.1 0.410
H 4.3660 -29.5923 -8.4555 0.1 0.3 0.4 0.367
H 5.1811 -12.1227 -9.3737 0.0 0.0 0.4 0.256
H 13.0259 -21.6482 -9.7064 0.1 -0.2 -0.3 0.338
C 10.1994 -19.3704 2.1262 0.0 0.5 -0.4 -0.956
N -5.8114 -22.1518 -12.7620 0.4 0.5 1.0 0.025
H -1.8133 -15.5199 0.8030 0.2 -0.1 0.1 0.361
H -4.2705 -31.9321 -3.0151 -0.3 0.0 0.1 0.272
H -7.7308 -22.6062 -15.5200 0.0 0.1 -0.4 0.394
C 5.8696 -14.1162 -10.7468 0.7 1.0 -0.7 -0.628
H 2.7271 -12.4485 -8.5201 0.1 -0.3 -0.4 0.318
H -7.2725 -23.8488 1.3934 -0.3 -0.3 0.0 0.266
H -8.3948 -21.1060 -12.4913 0.1 0.0 0.2 0.297
H 0.8958 -13.8268 -1.3415 0.0 -0.3 -0.5 0.303
C 7.4209 -29.1488 2.5714 -0.2 0.4 0.9 -0.299
H 6.7779 -35.4052 -10.5736 0.0 0.0 0.0 0.414
H -7.3035 -24.9222 -5.2725 -0.3 -0.2 0.2 0.401
H 1.3610 -11.8560 -0.1924 0.1 0.1 0.1 0.406
H 3.7717 -12.1149 -7.1964 0.3 -0.1 0.1 0.396
H -7.2022 -26.3859 1.5148 0.0 0.4 -0.6 0.349
C 6.1805 -12.8227 -11.5950 -0.9 -1.0 0.9 -1.268
H -4.1948 -34.1787 -0.8076 -0.1 0.0 0.0 0.244
C 10.7548 -18.9044 0.7379 -0.7 -0.5 1.1 -0.738
H 9.2273 -24.7363 -8.4795 0.0 0.0 0.0 0.285
H -2.7190 -31.0793 -2.8337 -0.1 0.1 0.3 0.300
H 0.8959 -12.5129 1.3950 0.1 -0.2 0.0 0.325
H -0.3082 -24.4607 -3.0288 -0.3 -0.1 0.0 0.240
H -7.1275 -24.1197 3.1381 -0.3 0.0 -0.2 0.253
H 5.2819 -32.5666 -6.7444 0.2 -0.2 0.3 0.326
H -2.7188 -33.0926 -4.4863 -0.1 -0.3 -0.1 0.341
H 8.5788 -19.3019 -0.6152 -0.1 -0.4 0.6 0.392
H 6.4104 -28.0323 -0.4223 -0.5 0.1 0.3 0.313
H -5.4487 -20.3871 -11.6739 -0.3 -0.2 0.3 0.386
H 6.1665 -30.2377 3.9988 0.3 0.0 0.3 0.301
C 4.2616 -15.3617 -9.5489 -0.5 0.1 0.1 -0.407
H 3.9134 -28.1412 0.9273 -0.1 0.1 0.0 0.341
C 9.6658 -22.2011 -7.6040 -0.4 1.0 -0.3 -0.739
H -0.0834 -17.4414 1.5478 0.1 0.2 -0.1 0.292
H -5.1277 -22.9271 1.3703 -0.7 0.2 -0.3 0.245
```
Positions in Å, forces in eV/Å.

Computed properties:
2S+1: 1
charge: 0
DFT total energy: -3151.62671 Eh